Record 1
Computed, not measured: 2 unconnected molecules or ions with the total composition C6H12O, with ωB97M-V/def2-TZVPD.

Geometry as ORCA input:
```
! wB97M-V def2-TZVPD RIJCOSX def2/J DEFGRID3
* xyz 0 1
C 2.260 2.114 -0.072
C 0.897 -1.263 0.121
C -0.432 -1.168 0.135
C -1.327 -2.176 -0.536
C -1.121 -0.015 0.838
C -1.579 1.029 -0.155
O -1.234 2.186 -0.130
H 2.741 3.077 -0.262
H 2.395 1.462 -0.940
H 2.723 1.652 0.805
H 1.526 -0.528 0.619
H 1.401 -2.082 -0.387
H -0.742 -2.927 -1.074
H -1.953 -2.690 0.206
H -2.009 -1.699 -1.252
H -0.458 0.474 1.557
H -2.010 -0.385 1.371
H -2.270 0.669 -0.948
H 1.192 2.269 0.105
*
```

Output
Structure (SMILES): C=C(C)CC=O.C
HOMO level (eV): -9.43
HOMO-LUMO gap (eV): 10.335

***

Record 2
Computed, not measured: 2 unconnected molecules or ions with the total composition C30H56NO7PS, with ωB97M-V/def2-TZVPD.

Geometry as ORCA input:
```
! wB97M-V def2-TZVPD RIJCOSX def2/J DEFGRID3
* xyz 0 1
C 1.340 2.833 2.848
C 2.351 2.928 1.640
C 2.410 1.614 0.765
C 3.818 1.481 0.032
C 3.810 2.063 -1.426
C 2.963 1.226 -2.450
C 3.400 -0.290 -2.525
C 2.232 -1.195 -3.116
C 1.550 -2.039 -1.972
C 0.506 -3.084 -2.523
C 0.532 -4.474 -1.786
C 0.750 -4.377 -0.233
C -0.240 -3.414 0.488
O -1.572 -3.940 0.340
S -2.668 -3.236 1.356
O -2.870 -4.203 2.483
O -3.961 -3.093 0.648
C -2.056 -1.695 2.148
C -2.678 -0.360 1.588
O -2.972 -0.390 0.206
C -4.343 -0.056 -0.043
C -4.564 0.553 -1.475
C -4.051 2.056 -1.460
P -2.636 -1.809 3.984
C -2.401 -0.059 4.708
O -1.512 -2.756 4.842
C -0.451 -1.602 2.227
C 0.161 -3.047 1.978
O 1.568 -3.097 2.223
C 2.287 -2.046 1.565
C 3.710 -2.647 1.240
O 4.743 -1.658 1.306
C 5.932 -2.307 0.805
C 6.019 -2.103 -0.763
H 0.761 1.881 2.888
H 0.659 3.716 2.840
H 1.944 2.866 3.792
H 3.354 3.237 2.022
H 2.018 3.769 0.974
H 2.290 0.756 1.470
H 1.594 1.636 0.003
H 4.516 2.129 0.626
H 4.230 0.447 0.111
H 3.362 3.092 -1.408
H 4.876 2.195 -1.744
H 1.866 1.317 -2.244
H 3.132 1.658 -3.470
H 4.348 -0.426 -3.102
H 3.588 -0.678 -1.493
H 2.623 -1.886 -3.898
H 1.498 -0.487 -3.582
H 2.330 -2.474 -1.307
H 0.956 -1.287 -1.380
H -0.520 -2.654 -2.372
H 0.647 -3.176 -3.625
H 1.373 -5.074 -2.222
H -0.415 -5.019 -2.028
H 1.822 -4.149 -0.052
H 0.584 -5.406 0.186
H -0.218 -2.438 -0.075
H -1.932 0.460 1.782
H -3.561 -0.111 2.236
H -5.029 -0.935 0.047
H -4.738 0.708 0.681
H -5.678 0.623 -1.593
H -4.122 -0.053 -2.294
H -4.275 2.497 -0.454
H -4.584 2.695 -2.200
H -2.946 2.043 -1.598
H -1.672 0.464 4.025
H -3.384 0.449 4.590
H -2.033 -0.089 5.756
H -0.783 -2.153 5.063
H -0.104 -1.180 3.198
H -0.153 -0.908 1.400
H -0.292 -3.740 2.733
H 2.416 -1.207 2.300
H 1.782 -1.618 0.671
H 3.730 -3.228 0.288
H 3.900 -3.379 2.075
H 6.857 -1.857 1.229
H 5.938 -3.399 1.064
H 6.968 -2.488 -1.194
H 5.895 -1.005 -0.933
H 5.150 -2.610 -1.253
N -4.812 5.488 -1.532
C -6.133 5.675 -1.434
C -6.866 6.474 -2.298
C -6.193 7.121 -3.322
C -4.824 6.945 -3.443
C -4.186 6.122 -2.529
H -6.615 5.150 -0.616
H -7.935 6.586 -2.171
H -6.730 7.756 -4.017
H -4.265 7.434 -4.229
H -3.116 5.950 -2.586
*
```

Output
Structure (SMILES): CCCCCCCCCCCC[C@H]1OS(=O)(=O)[C@@](COCCC)(P(C)O)C[C@@H]1OCCOCC.c1ccncc1
HOMO level (eV): -8.51
HOMO-LUMO gap (eV): 9.004

***

Record 3
Computed, not measured: a molecular structure, C17H26Cl3Ge2N3SSiV, with ωB97M-V/def2-TZVPD.

Geometry as ORCA input:
```
! wB97M-V def2-TZVPD RIJCOSX def2/J DEFGRID3
* xyz 2 2
V -2.136 0.007 1.185
N -4.114 -1.044 1.348
N -4.874 -1.105 0.170
C -4.427 -0.550 -0.962
N -5.172 -0.647 -2.049
S -2.936 0.277 -1.031
H -3.885 -1.993 1.641
H -4.670 -0.603 2.080
H -5.756 -1.598 0.206
H -6.074 -1.099 -2.060
H -4.853 -0.219 -2.905
C 4.087 -1.592 0.340
C 3.437 -0.920 1.368
C 2.492 0.051 1.074
C 2.176 0.361 -0.249
C 2.847 -0.316 -1.273
C 3.793 -1.287 -0.982
Si 1.061 1.760 -0.737
C 1.717 3.469 -0.668
C 1.211 4.438 -1.541
C 1.714 5.727 -1.523
C 2.729 6.057 -0.635
C 3.244 5.105 0.236
C 2.743 3.816 0.218
H 4.834 -2.339 0.569
H 3.689 -1.139 2.399
H 2.016 0.593 1.880
H 2.639 -0.083 -2.312
H 4.310 -1.795 -1.784
H 0.271 1.493 -1.948
H 0.424 4.184 -2.243
H 1.325 6.472 -2.204
H 3.129 7.063 -0.627
H 4.041 5.370 0.917
H 3.163 3.071 0.886
Cl 0.489 1.210 4.493
Ge -0.963 -0.340 4.536
Cl -0.568 1.788 0.827
Cl -2.680 0.939 3.301
C -2.532 -3.607 -0.255
Ge -0.794 -2.723 -0.033
C -0.142 -1.960 -1.707
C 0.516 -3.932 0.757
C -1.005 -1.331 1.463
H -2.366 -4.595 -0.687
H -3.191 -3.064 -0.933
H -3.035 -3.771 0.700
H -0.508 -2.574 -2.532
H 0.945 -1.990 -1.715
H -0.467 -0.936 -1.882
H 0.695 -4.763 0.072
H 0.174 -4.345 1.706
H 1.460 -3.411 0.914
H -0.223 -1.579 2.190
*
```

Output
HOMO level (alpha / beta) (eV): -13.86 / -13.86
HOMO-LUMO gap (alpha / beta) (eV): 6.752 / 6.791

***

Record 4
Computed, not measured: a single C4H8NPS molecule, with ωB97M-V/def2-TZVPD.

Geometry as ORCA input:
```
! wB97M-V def2-TZVPD RIJCOSX def2/J DEFGRID3
* xyz 0 3
C 0.364 0.126 0.064
C -1.291 1.952 0.482
C -1.775 0.766 1.354
C 2.059 -1.868 -0.934
N -0.599 1.433 -0.681
P 1.980 -0.022 -0.649
S -0.212 -0.198 1.659
H -2.058 2.550 0.208
H -0.677 2.627 1.061
H -2.381 0.967 2.263
H -2.495 0.134 0.917
H 1.819 -2.357 0.091
H 2.952 -2.075 -1.439
H 1.344 -2.268 -1.685
H 1.659 0.310 -1.923
*
```

Output
HOMO level (alpha / beta) (eV): -6.70 / -8.96
HOMO-LUMO gap (alpha / beta) (eV): 7.468 / 7.854

***

Record 5
Computed, not measured: a molecular structure, C36H53N5O6SiTb, with ωB97M-V/def2-TZVPD.

Geometry as ORCA input:
```
! wB97M-V def2-TZVPD RIJCOSX def2/J DEFGRID3
* xyz -1 7
Tb -0.175 0.586 0.353
C -1.545 3.105 2.321
N -1.774 2.798 0.901
C -3.190 2.497 0.682
C -1.396 3.879 0.006
C -1.779 5.182 0.272
C -1.541 6.211 -0.633
C -0.926 5.893 -1.836
C -0.534 4.591 -2.112
C -0.735 3.544 -1.189
N -0.299 2.252 -1.378
C 0.160 1.918 -2.680
C -0.801 1.614 -3.642
C -0.491 1.105 -4.897
C 0.843 0.901 -5.207
C 1.828 1.238 -4.286
C 1.527 1.778 -3.023
N 2.558 2.082 -2.128
C 2.526 3.316 -1.357
C 3.899 1.707 -2.502
H -2.225 3.883 2.689
H -0.516 3.412 2.474
H -1.725 2.203 2.907
H -3.496 1.695 1.339
H -3.346 2.184 -0.352
H -3.808 3.383 0.880
H -2.290 5.401 1.203
H -1.841 7.226 -0.406
H -0.736 6.668 -2.570
H -0.052 4.366 -3.056
H -1.836 1.751 -3.348
H -1.276 0.858 -5.602
H 1.132 0.481 -6.163
H 2.857 1.080 -4.568
H 1.513 3.640 -1.172
H 3.055 4.125 -1.884
H 3.010 3.163 -0.390
H 4.565 1.959 -1.678
H 4.262 2.235 -3.398
H 3.973 0.631 -2.683
O 3.565 -0.075 5.495
C 2.983 0.057 4.453
C 2.605 -1.052 3.470
O 3.024 -2.192 3.465
C 1.702 -0.420 2.504
C 1.684 0.960 2.681
O 1.037 1.737 1.862
C 2.465 1.367 3.851
O 2.688 2.482 4.267
O 1.063 -0.993 1.547
C -4.294 -0.602 1.316
Si -2.467 -1.149 1.231
C -2.531 -2.609 -0.033
C -1.119 -3.162 -0.262
C -3.447 -3.771 0.351
C -3.024 -2.016 -1.359
C -2.197 -1.818 3.038
C -1.094 -2.877 3.154
C -1.791 -0.599 3.882
C -3.470 -2.400 3.668
H -4.938 -1.471 1.487
H -4.632 -0.107 0.401
H -4.466 0.091 2.146
H -0.726 -3.679 0.614
H -0.399 -2.376 -0.510
H -1.122 -3.875 -1.101
H -3.101 -4.282 1.251
H -3.470 -4.517 -0.459
H -4.478 -3.449 0.523
H -2.414 -1.165 -1.685
H -4.059 -1.666 -1.292
H -2.979 -2.773 -2.156
H -0.165 -2.587 2.658
H -1.421 -3.834 2.737
H -0.862 -3.055 4.214
H -0.863 -0.136 3.532
H -1.627 -0.891 4.930
H -2.572 0.171 3.876
H -3.870 -3.245 3.104
H -4.266 -1.658 3.762
H -3.241 -2.761 4.683
C 3.905 -0.388 0.212
N 3.372 -1.578 -0.426
C 4.000 -2.837 -0.023
C 3.206 -4.026 -0.522
C 2.764 -3.749 -1.942
N 1.919 -2.571 -1.943
C 0.905 -2.459 -2.976
C 2.221 -1.512 -1.144
O 1.486 -0.510 -1.131
H 4.015 -0.553 1.281
H 3.250 0.461 0.037
H 4.892 -0.164 -0.201
H 4.049 -2.846 1.067
H 5.022 -2.863 -0.416
H 2.323 -4.166 0.106
H 3.814 -4.929 -0.466
H 2.181 -4.574 -2.354
H 3.639 -3.605 -2.591
H 0.162 -3.250 -2.876
H 1.373 -2.535 -3.962
H 0.416 -1.493 -2.910
*
```

Output
HOMO level (alpha / beta) (eV): -4.69 / -4.68
HOMO-LUMO gap (alpha / beta) (eV): 6.984 / 6.969

***

Record 6
Computed, not measured: a molecular structure, C16H25ClN5O5Pt, with ωB97M-V/def2-TZVPD.

Geometry as ORCA input:
```
! wB97M-V def2-TZVPD RIJCOSX def2/J DEFGRID3
* xyz 1 1
Pt -0.051 -0.469 -0.007
N 1.312 -0.262 2.857
C 2.001 0.887 2.292
C 2.688 0.553 0.997
O 3.732 0.987 0.628
N 1.987 -0.450 0.142
C 2.762 -1.189 -0.538
C 0.530 1.688 -3.084
O 1.554 2.194 -2.960
O -0.510 1.171 -3.208
H 0.538 0.047 3.428
H 1.918 -0.825 3.440
H 2.757 1.344 2.934
H 1.270 1.663 2.055
H 2.348 -1.918 -1.223
H 3.838 -1.071 -0.449
Cl -1.463 1.676 2.510
C -1.786 2.459 0.932
C -0.541 2.568 0.055
O -0.210 3.660 -0.332
O 0.118 1.487 -0.320
H -2.129 3.465 1.142
H -2.574 1.887 0.454
C 1.227 -5.590 -0.091
C -0.140 -5.051 0.354
C -1.259 -5.576 -0.558
C -0.418 -5.406 1.821
C -0.111 -3.584 0.239
N -0.089 -2.444 0.150
H 1.214 -6.677 -0.006
H 2.028 -5.208 0.541
H 1.436 -5.333 -1.129
H -1.289 -6.662 -0.477
H -1.078 -5.313 -1.600
H -2.230 -5.182 -0.259
H -0.443 -6.492 1.915
H -1.379 -5.011 2.149
H 0.363 -5.022 2.477
C -4.742 0.627 -2.474
C -3.919 0.076 -1.362
C -4.275 -0.516 -0.167
C -3.078 -0.839 0.488
N -2.056 -0.454 -0.273
N -2.577 0.096 -1.391
C -2.885 -1.490 1.814
H -5.798 0.482 -2.260
H -4.511 0.129 -3.416
H -4.562 1.695 -2.602
H -5.274 -0.692 0.191
H -1.953 0.445 -2.110
H -3.279 -2.507 1.799
H -3.421 -0.938 2.585
H -1.831 -1.515 2.086
*
```

Output
HOMO level (eV): -12.26
HOMO-LUMO gap (eV): 9.052

***

Record 7
Computed, not measured: a single C16H25F3INO5S molecule, with ωB97M-V/def2-TZVPD.

Geometry as ORCA input:
```
! wB97M-V def2-TZVPD RIJCOSX def2/J DEFGRID3
* xyz 0 1
C 1.833 3.565 1.859
C 0.616 2.528 2.261
C 1.166 0.958 2.054
C 0.527 -0.084 3.112
C 1.365 0.516 0.503
C 2.840 -0.064 0.230
I 3.886 1.239 -1.270
O 3.046 -1.390 -0.295
S 1.850 -2.494 0.159
O 2.182 -2.807 1.671
O 2.105 -3.746 -0.770
C 0.062 -1.816 -0.057
C -0.755 -2.635 1.033
C -2.366 -2.872 0.869
F -0.307 -4.087 0.880
C 0.058 -0.217 -0.254
C 0.495 -0.045 -1.870
C -0.578 -0.367 -3.017
C -0.787 0.925 -4.064
C -2.064 -0.880 -2.636
N -1.046 0.653 -0.022
C -1.260 1.935 -0.747
O -2.489 2.112 -1.317
F -0.398 3.129 -0.864
C -2.250 0.454 0.750
O -2.382 1.058 1.968
F -3.598 -0.087 0.316
H 1.807 3.709 0.679
H 1.775 4.606 2.438
H 2.919 3.141 2.100
H 0.486 2.627 3.441
H -0.406 2.739 1.756
H 2.286 1.094 2.468
H -0.561 -0.445 2.940
H 0.507 0.479 4.167
H 1.287 -0.983 3.293
H 1.401 1.580 -0.055
H 3.595 0.009 1.156
H -0.235 -2.312 -1.107
H -0.553 -2.448 2.168
H -2.789 -2.804 -0.213
H -2.886 -2.126 1.643
H -2.699 -3.947 1.273
H 1.433 -0.745 -2.127
H 0.938 1.042 -2.097
H -0.135 -1.204 -3.751
H -1.570 0.583 -4.876
H 0.268 1.179 -4.516
H -1.172 1.889 -3.535
H -2.219 -1.176 -1.519
H -2.319 -1.862 -3.266
H -2.909 -0.104 -2.942
*
```

Output
Structure (SMILES): CC[C@@H](C)[C@H]1[C@H](I)OS(=O)(=O)[C@@H]([C@@H](C)F)[C@@]1(CC(C)C)N(C(=O)F)C(=O)F
HOMO level (eV): -10.12
HOMO-LUMO gap (eV): 8.046

***

Record 8
Computed, not measured: a single C16H18N2O6 molecule, with ωB97M-V/def2-TZVPD.

Geometry as ORCA input:
```
! wB97M-V def2-TZVPD RIJCOSX def2/J DEFGRID3
* xyz 0 1
O -2.089 -2.643 -0.446
C -1.788 -1.488 -0.571
N -2.646 -0.496 -0.993
C -2.081 0.757 -1.056
O -2.663 1.749 -1.408
C -0.636 0.639 -0.607
C -0.438 -0.843 -0.298
H 0.323 -1.325 -0.917
C -0.091 -1.026 1.197
C -1.190 -0.374 1.984
C -1.374 0.912 1.716
C -0.443 1.472 0.681
H -0.616 2.528 0.472
C 0.999 1.240 1.182
C 2.026 1.570 0.118
O 2.217 2.626 -0.419
N 2.735 0.413 -0.163
C 2.346 -0.673 0.584
O 2.843 -1.770 0.514
C 1.208 -0.243 1.487
H 1.497 -0.428 2.525
C 3.789 0.391 -1.164
H 3.512 -0.301 -1.966
H 3.843 1.407 -1.560
C 5.148 -0.042 -0.591
O 5.364 -1.419 -0.667
H 4.627 -1.874 -0.224
H 5.946 0.416 -1.181
H 5.233 0.322 0.446
H 1.171 1.881 2.050
H -2.135 1.526 2.164
H -1.773 -0.941 2.688
H 0.034 -2.084 1.426
H 0.020 1.019 -1.394
C -4.057 -0.713 -1.223
H -4.379 0.008 -1.981
H -4.195 -1.732 -1.586
C -4.842 -0.505 0.079
O -4.554 0.723 0.692
H -4.635 1.431 0.039
H -4.563 -1.271 0.807
H -5.916 -0.599 -0.140
*
```

Output
Structure (SMILES): O=C1[C@@H]2[C@H]3C=C[C@@H]([C@@H]2C(=O)N1CCO)[C@@H]1C(=O)N(CCO)C(=O)[C@H]31
HOMO level (eV): -10.12
HOMO-LUMO gap (eV): 10.696